DFT (ωB97M-V/def2-TZVPD) results for a structure of composition C24H22BrCrN4O7.

Largest force on an atom, eV Å⁻¹: 0.7
ΔE to the lowest compared entry with this formula, charge and spin, kJ/mol: 76.5
DFT total energy, Eh: -5292.13558
E_HOMO (alpha / beta), Ha: -0.3215 / -0.3265
Orbital gap (alpha / beta), eV: 7.56 / 8.48
Expectation value of S²: 3.80

The geometry in ORCA input format:
```
! RIJCOSX wB97M-V def2-TZVPD def2/J DEFGRID3
* xyz 0 4
Cr 0.6094 -0.4262 0.7420
Br 2.7060 -1.5834 1.6985
C 3.6664 0.0528 1.9953
C 4.9094 0.0064 2.5399
C 5.5807 1.2266 2.7752
C 4.9766 2.4119 2.4675
C 3.6779 2.4518 1.9022
C 3.0383 3.6789 1.5955
C 1.7830 3.6899 1.0627
C 1.1050 2.4785 0.7931
C 1.6768 1.2556 1.0615
C 2.9854 1.2458 1.6373
H 5.3731 -0.9367 2.7935
H 6.5718 1.2093 3.2073
H 5.4863 3.3487 2.6560
H 3.5643 4.6042 1.7975
H 1.2941 4.6289 0.8375
H 0.1107 2.5340 0.3729
C -4.0797 -3.2848 -1.7562
C -3.8866 -1.8645 -1.3498
N -2.8025 -1.3448 -0.8201
C -3.1047 -0.0300 -0.5595
C -4.3964 0.2439 -0.9499
N -4.8663 -0.9352 -1.4512
C -5.3319 1.4020 -0.9672
O -4.9098 2.5407 -0.4631
O -6.4369 1.2524 -1.4348
C -2.1358 0.9049 0.0669
O -2.4274 2.0812 0.2657
O -0.9820 0.4142 0.3414
H -3.1231 -3.7415 -1.9994
H -4.7268 -3.3598 -2.6300
H -4.5373 -3.8570 -0.9470
H -5.8013 -1.0304 -1.8184
H -3.9774 2.4463 -0.1085
C -1.2845 -1.6458 -4.0320
C -0.0518 -2.5223 -4.2072
C 0.5666 -2.9929 -2.8804
C 1.8342 -3.8305 -3.1749
C 2.5444 -4.3580 -1.9340
C -0.4178 -3.9086 -2.1641
O -0.9928 -4.8139 -2.7189
N -0.6062 -3.7026 -0.8054
C -0.1342 -2.6143 -0.1388
O -0.3744 -2.4028 1.0718
N 0.6394 -1.7067 -0.7574
C 1.0070 -1.7658 -2.0783
O 1.6875 -0.9048 -2.5837
H -1.6505 -1.3049 -5.0004
H -1.0672 -0.7619 -3.4297
H -2.0941 -2.1918 -3.5462
H 0.7254 -1.9752 -4.7410
H -0.2973 -3.4128 -4.7870
H 2.5041 -3.1852 -3.7447
H 1.5317 -4.6564 -3.8211
H 2.8470 -3.5441 -1.2705
H 3.4468 -4.8996 -2.2159
H 1.9144 -5.0467 -1.3670
H -1.2513 -4.3080 -0.3176
*
```

natural (NBO) population analysis, charges in e, atoms 1 to 4: 1.3080 0.1864 -0.0285 -0.2418